# 1
This record from the Open Molecules 2025 dataset describes a cluster of 2 separate species, C5H15NO2 in total at a distorted geometry. The level of theory is wB97M-V/def2-TZVPD.

Values from the calculation:
Electronic energy (hartree): -404.63342
HOMO-LUMO gap (eV): 9.57
SMILES: C[C@H](CO)N(C)C.O

Structure (ORCA input):
```
! RIJCOSX wB97M-V def2-TZVPD def2/J DEFGRID3
* xyz 0 1
C 1.862 1.150 0.608
C 1.008 -0.126 0.312
C 1.607 -0.547 -1.039
O 1.086 -1.756 -1.402
N -0.471 0.014 0.156
C -1.208 -0.726 1.196
C -0.987 1.411 0.086
H 1.482 1.700 1.501
H 1.897 1.771 -0.337
H 2.761 0.796 0.807
H 1.366 -0.973 1.079
H 2.649 -0.598 -1.041
H 1.093 0.207 -1.722
H 0.604 -2.181 -0.692
H -0.495 -1.453 1.647
H -2.166 -1.310 0.764
H -1.552 -0.209 2.110
H -0.577 1.758 -0.908
H -2.029 1.453 0.305
H -0.466 1.885 0.873
O -2.891 -0.734 -1.463
H -2.231 -1.536 -1.200
H -2.342 0.003 -1.641
*
```

natural (NBO) population analysis, charges in e, atoms 1 to 4: -0.624 -0.046 -0.062 -0.721



# 2
This record from the Open Molecules 2025 dataset describes a cluster of 7 separate species, C26H52BrNO22P in total. The level of theory is wB97M-V/def2-TZVPD.

Values from the calculation:
Electronic energy (hartree): -5647.42079
HOMO-LUMO gap (eV): 4.75

Structure (ORCA input):
```
! RIJCOSX wB97M-V def2-TZVPD def2/J DEFGRID3
* xyz -1 1
C -1.066 -1.117 3.709
C -0.498 -0.541 2.416
O -1.550 0.118 1.708
P -1.392 0.601 0.175
O -1.962 1.938 -0.007
C 0.283 0.330 -0.383
C 0.872 1.485 -1.274
N 2.113 1.997 -0.754
C 3.280 1.403 -1.322
C 3.261 -0.116 -1.240
O 3.433 -0.793 -0.291
Br 2.828 -1.066 -2.989
O -2.306 -0.460 -0.633
C -2.080 -1.853 -0.423
C -2.260 -2.576 -1.745
H -0.625 -0.639 4.580
H -2.147 -1.014 3.727
H -0.847 -2.182 3.777
H 0.289 0.175 2.653
H -0.020 -1.324 1.830
H 0.265 -0.593 -0.969
H 0.998 0.182 0.419
H 0.936 1.101 -2.301
H 0.145 2.298 -1.298
H 3.542 1.707 -2.349
H 4.135 1.662 -0.685
H -2.782 -2.240 0.316
H -1.073 -2.058 -0.058
H -3.061 -2.107 -2.312
H -1.352 -2.515 -2.342
H -2.499 -3.625 -1.589
C 8.724 2.115 3.405
O 7.988 1.127 2.690
C 6.664 1.168 2.910
O 6.113 1.946 3.643
O 6.100 0.216 2.187
C 4.663 0.144 2.271
H 9.766 1.967 3.134
H 8.408 3.116 3.117
H 8.601 1.987 4.479
H 4.211 1.065 1.906
H 4.351 -0.046 3.297
H 4.362 -0.674 1.630
C -0.371 3.279 8.799
O -1.129 3.844 7.730
C -0.966 3.216 6.560
O -0.262 2.258 6.379
O -1.713 3.829 5.652
C -1.621 3.268 4.333
H -0.596 3.880 9.676
H -0.664 2.246 8.975
H 0.695 3.326 8.583
H -1.945 2.229 4.335
H -0.605 3.338 3.953
H -2.283 3.853 3.704
C -5.653 -1.465 -0.532
O -5.754 -2.664 -1.315
C -6.787 -3.437 -1.019
O -7.621 -3.222 -0.176
O -6.753 -4.506 -1.817
C -7.817 -5.434 -1.604
H -4.768 -0.940 -0.877
H -6.531 -0.839 -0.676
H -5.539 -1.708 0.523
H -8.783 -4.968 -1.788
H -7.786 -5.830 -0.590
H -7.665 -6.240 -2.314
C -11.372 -3.815 -0.128
O -11.465 -5.003 -0.925
C -12.497 -5.785 -0.630
O -13.327 -5.579 0.216
O -12.459 -6.847 -1.438
C -13.520 -7.779 -1.228
H -10.489 -3.283 -0.470
H -12.254 -3.194 -0.266
H -11.252 -4.068 0.922
H -14.485 -7.310 -1.406
H -13.486 -8.179 -0.216
H -13.361 -8.579 -1.945
C 1.957 3.197 -6.001
O 3.188 3.712 -6.529
C 4.250 3.388 -5.792
O 4.229 2.733 -4.788
O 5.340 3.918 -6.354
C 6.537 3.648 -5.620
H 1.180 3.527 -6.684
H 1.982 2.110 -5.962
H 1.771 3.593 -5.005
H 6.722 2.577 -5.559
H 6.477 4.066 -4.618
H 7.344 4.127 -6.167
C 10.854 3.984 -3.041
O 9.517 3.534 -2.836
C 9.419 2.436 -2.078
O 10.350 1.848 -1.591
O 8.138 2.121 -1.966
C 7.878 0.954 -1.172
H 10.778 4.871 -3.664
H 11.324 4.241 -2.093
H 11.444 3.225 -3.551
H 8.230 1.098 -0.152
H 8.358 0.083 -1.612
H 6.802 0.811 -1.165
*
```

Löwdin population analysis, charges in e, atoms 1 to 4: -0.063 -0.287 -0.216 0.504



# 3
This record from the Open Molecules 2025 dataset describes a cluster of 4 separate species, H7S4 in total. The level of theory is wB97M-V/def2-TZVPD.

Values from the calculation:
Electronic energy (hartree): -1596.95218
HOMO-LUMO gap (eV): 5.92

Structure (ORCA input):
```
! RIJCOSX wB97M-V def2-TZVPD def2/J DEFGRID3
* xyz -1 1
S 5.141 -0.352 3.468
H 5.618 0.859 3.250
S -1.057 -3.017 1.683
H -0.228 -3.947 1.208
H -0.277 -1.902 0.994
S 0.794 -0.800 -0.027
H 0.257 0.430 -0.013
H 4.547 -0.534 2.281
S -5.057 3.323 -3.749
H -4.244 3.708 -4.733
H -5.494 2.233 -4.363
*
```

natural (NBO) population analysis, charges in e, atoms 1 to 4: -0.306 0.128 -0.575 0.111



# 4
This record from the Open Molecules 2025 dataset describes a cluster of 2 separate species, C3H5Cl in total at a distorted geometry. The level of theory is wB97M-V/def2-TZVPD.

Values from the calculation:
Electronic energy (hartree): -577.19310
HOMO-LUMO gap (spin up / spin down) (eV): 5.05 / 7.94

Structure (ORCA input):
```
! RIJCOSX wB97M-V def2-TZVPD def2/J DEFGRID3
* xyz 0 3
C 0.507 0.798 0.373
C -0.302 1.676 0.407
C 1.285 -0.447 0.304
Cl -2.985 -0.150 -0.068
H -2.369 -0.838 -0.877
H -0.996 2.507 0.406
H 1.051 -0.991 1.317
H 0.794 -0.999 -0.648
H 2.364 -0.115 0.135
*
```

natural (NBO) population analysis, charges in e, atoms 1 to 4: 0.074 -0.238 -0.750 -0.244



# 5
This record from the Open Molecules 2025 dataset describes a structure of composition C6H9N at a distorted geometry. The level of theory is wB97M-V/def2-TZVPD.

Values from the calculation:
Electronic energy (hartree): -288.59050
HOMO-LUMO gap (eV): 6.21

Structure (ORCA input):
```
! RIJCOSX wB97M-V def2-TZVPD def2/J DEFGRID3
* xyz 0 1
C -1.356 1.667 -0.370
C -0.140 0.881 -0.094
C -0.013 -0.534 0.207
C -1.075 -1.361 0.287
C 1.423 -0.871 0.287
C 2.035 0.295 -0.012
N 1.075 1.335 -0.256
H -2.231 1.061 -0.593
H -1.354 2.357 -1.216
H -1.714 2.295 0.445
H -0.960 -2.425 0.138
H -2.124 -1.083 0.376
H 0.818 -3.579 0.666
H 1.242 -2.932 0.570
H 3.081 0.577 -0.046
H 1.294 2.316 -0.390
*
```

natural (NBO) population analysis, charges in e, atoms 1 to 4: -0.686 0.297 -0.193 -0.161



# 6
This record from the Open Molecules 2025 dataset describes a cluster of 2 separate species, C6H11N3O in total at a distorted geometry. The level of theory is wB97M-V/def2-TZVPD.

Values from the calculation:
Electronic energy (hartree): -474.68707
HOMO-LUMO gap (eV): 9.10
SMILES: Cc1c[nH]cn1.CC(N)=O

Structure (ORCA input):
```
! RIJCOSX wB97M-V def2-TZVPD def2/J DEFGRID3
* xyz 0 1
C 2.132 0.692 -0.001
C 0.837 1.214 -0.375
C 0.630 1.534 -1.726
N -0.769 1.775 -1.870
C -1.206 1.699 -0.624
N -0.320 1.500 0.401
H 2.413 -0.145 -0.696
H 2.328 0.408 0.981
H 2.791 1.448 -0.328
H 1.335 1.665 -2.574
H -1.462 1.847 -2.657
H -2.255 2.058 -0.451
C 0.057 -1.807 1.805
C -0.548 -2.168 0.526
N -1.802 -1.574 0.508
O -0.117 -2.918 -0.397
H 1.039 -2.048 2.064
H -0.485 -2.075 2.731
H 0.036 -0.675 1.835
H -2.441 -1.414 -0.380
H -2.192 -1.018 1.227
*
```

natural (NBO) population analysis, charges in e, atoms 1 to 4: -0.653 0.117 -0.154 -0.536



electronic energy of number 4 (C3H5Cl)?
-577.19310 hartree